A molecular structure, C46H71AgAsF6N3O27 in a non-equilibrium geometry. Source: OMol25; level of theory: wB97M-V/def2-TZVPD.

Atoms and positions in Å:
Ag -18.57949 13.34065 -10.94305
As -17.98114 14.80239 -14.60505
F -19.42929 15.41201 -13.73981
F -18.87956 13.30141 -15.20126
F -16.56314 14.06105 -15.31633
F -17.05658 16.26652 -14.20424
F -17.69938 14.01344 -13.04847
F -18.51260 15.63296 -16.12210
C -16.47978 14.17282 -19.63346
C -17.57999 14.41899 -18.78052
C -18.34788 13.42855 -18.24632
C -17.96476 12.09827 -18.48396
C -16.87619 11.77493 -19.36619
C -16.14816 12.83382 -19.90665
N -18.88339 11.02842 -17.92560
O -18.53141 9.85964 -18.08253
O -19.86878 11.44553 -17.26545
H -15.89763 14.94422 -20.11558
H -17.79865 15.47190 -18.68072
H -19.19621 13.71196 -17.64101
H -16.79442 10.74220 -19.67143
H -15.26856 12.68262 -20.51479
C -21.33993 16.68529 -17.53828
C -21.11747 17.37261 -16.34732
C -22.00891 18.35896 -15.93701
C -23.24831 18.57534 -16.59995
C -23.46709 17.79744 -17.73806
C -22.56114 16.76590 -18.16029
N -24.07744 19.77493 -16.27121
O -24.93829 20.08930 -17.10287
O -23.87188 20.31794 -15.21163
H -20.58998 16.04853 -17.98382
H -20.18852 17.27078 -15.80595
H -21.68080 18.95326 -15.09704
H -24.39369 17.87742 -18.28707
H -22.83655 16.23334 -19.05858
C -15.95812 17.80988 -17.09995
C -16.33244 18.79713 -17.99641
C -15.50115 19.30820 -18.99180
C -14.16232 18.81519 -18.98013
C -13.74746 17.75833 -18.16425
C -14.67939 17.30994 -17.20251
N -13.20552 19.39592 -19.93352
O -12.01660 19.03499 -19.92223
O -13.65695 20.26465 -20.68704
H -16.65867 17.46697 -16.35293
H -17.38187 19.04314 -17.92883
H -15.78417 20.13973 -19.62019
H -12.76498 17.31825 -18.25061
H -14.35400 16.53562 -16.52358
C -9.32415 17.21042 -19.91248
C -9.74816 15.69852 -19.68500
O -11.10580 15.65359 -19.20368
C -11.46438 14.55293 -18.52331
O -10.82647 13.52472 -18.30603
O -12.74074 14.77490 -18.17600
C -13.52873 13.75361 -17.56692
H -8.32265 17.41500 -20.29095
H -9.35681 17.80318 -18.99833
H -9.99634 17.62734 -20.66244
H -9.13822 15.08243 -19.02430
H -9.65352 15.21720 -20.65838
H -13.71944 12.89350 -18.20875
H -14.50821 14.12755 -17.26876
H -13.09172 13.23519 -16.71347
C -8.56856 15.29190 -15.94040
C -9.78162 14.60841 -15.31338
O -10.80294 15.59861 -15.08306
C -11.81743 15.44094 -14.18983
O -12.00364 14.42449 -13.46531
O -12.56193 16.46231 -14.27990
C -13.66732 16.63256 -13.38515
H -8.83775 15.61576 -16.94577
H -7.75980 14.56140 -15.92104
H -8.37903 16.22023 -15.40154
H -9.46209 14.07725 -14.41680
H -10.09907 13.81724 -15.99262
H -13.27582 17.07478 -12.46903
H -14.35547 15.80195 -13.22820
H -14.28165 17.41959 -13.82251
C -16.42997 16.83904 -11.05984
C -16.95528 17.07351 -9.61460
O -16.15796 16.40227 -8.73097
C -16.43676 15.13812 -8.43937
O -17.35305 14.48631 -8.86964
O -15.46768 14.58998 -7.69697
C -15.56387 13.19559 -7.32605
H -17.02707 17.50690 -11.68074
H -16.73495 15.85845 -11.42527
H -15.34282 16.85191 -11.13760
H -18.02200 16.85086 -9.58935
H -16.77893 18.11629 -9.35077
H -14.74785 12.89556 -6.66864
H -15.35574 12.50106 -8.13993
H -16.52056 13.07658 -6.81744
C -13.70582 8.77659 -10.21637
C -13.46508 10.25458 -9.84825
O -14.69723 10.98376 -9.76597
C -15.30111 11.74459 -10.80623
O -16.47605 12.14347 -10.74690
O -14.49369 12.00504 -11.83842
C -14.91898 12.85966 -12.88343
H -12.77725 8.29491 -10.52270
H -14.42429 8.59565 -11.01584
H -13.97251 8.21977 -9.31808
H -12.89884 10.79436 -10.60727
H -12.93799 10.38803 -8.90355
H -14.06391 13.00907 -13.54269
H -15.06944 13.83159 -12.41352
H -15.81517 12.51039 -13.39622
C -20.71077 9.43287 -9.14544
C -19.27338 9.42563 -9.69256
O -19.17564 9.13416 -11.07785
C -19.31387 10.13052 -11.98420
O -19.31833 11.28853 -11.57676
O -19.26400 9.63933 -13.27261
C -19.48570 10.54868 -14.37180
H -20.78527 9.93689 -8.18184
H -21.18941 8.46375 -9.00467
H -21.27159 10.02318 -9.87008
H -18.62184 8.73422 -9.15820
H -18.83555 10.38660 -9.42247
H -18.80427 11.39095 -14.25214
H -20.47391 10.97053 -14.55504
H -19.05439 10.16626 -15.29692
C -22.72575 13.77426 -15.60887
C -22.11539 14.12550 -14.27572
O -22.83814 13.54480 -13.24783
C -22.29395 13.38831 -12.02768
O -21.12635 13.61843 -11.68518
O -23.34723 12.91671 -11.22515
C -22.95588 12.64592 -9.83580
H -23.72931 14.19963 -15.60344
H -22.73702 12.68752 -15.69238
H -22.16260 14.12651 -16.47310
H -22.05219 15.21258 -14.22726
H -21.10159 13.74121 -14.16326
H -22.49745 11.65710 -9.84930
H -23.81408 12.57476 -9.16758
H -22.34327 13.47879 -9.49063
C -25.89658 17.15404 -13.95116
C -25.08601 17.85558 -12.81027
O -23.75097 17.44852 -12.85111
C -22.85432 17.98659 -12.01201
O -23.12350 18.77612 -11.07051
O -21.67220 17.38096 -12.26911
C -20.49516 17.60330 -11.44304
H -26.90925 17.54292 -14.05779
H -25.74940 16.08654 -13.78722
H -25.53331 17.31376 -14.96636
H -25.46681 17.53788 -11.83963
H -25.17757 18.93984 -12.87428
H -20.69809 17.46068 -10.38163
H -20.08006 18.61083 -11.46914
H -19.71765 16.93212 -11.80786

Its expectation value of S² is 0.764. Its total charge is -1. Its spin multiplicity is 2. As for the LUMO energy (spin up / spin down): 1.123 / 1.123 eV.

***

2 unconnected molecules or ions with the total composition C34H44IN2O6 in a non-equilibrium geometry. Source: OMol25; level of theory: wB97M-V/def2-TZVPD.

Atoms and positions in Å:
C 0.44605 -0.76875 2.85003
C -0.78219 -1.33684 3.03383
C -1.47905 -2.34716 2.08304
C -1.38841 -1.97694 0.58859
C -2.14729 -0.81142 0.18696
C -2.95551 0.03243 1.18282
O -3.77979 -0.39125 1.93128
O -2.73780 1.40547 1.14539
C -1.46147 1.79063 1.71534
C -0.29480 1.85542 0.67838
C 0.35178 3.29875 0.57428
C 1.90026 3.14644 0.51655
C 2.53196 2.54903 1.82465
C 1.76666 3.04446 3.11129
C -2.07242 -0.47910 -1.19046
C -2.85624 0.74659 -1.69236
C -4.37691 0.63737 -1.38907
C -4.98364 -0.62917 -1.32173
C -6.36588 -0.65190 -0.99681
C -7.07792 0.53367 -0.74059
C -8.56601 0.37517 -0.35036
C -6.44672 1.80098 -0.83887
C -5.07604 1.83696 -1.15939
C -1.29889 -1.26642 -2.06763
N -1.26514 -0.80620 -3.43370
C -0.31772 -0.00012 -3.51140
O 0.64822 0.64379 -3.62178
N -0.61253 -2.36553 -1.69102
C 0.17778 -3.23135 -2.58610
I 2.30758 -2.80851 -2.30250
C -0.08435 -3.20811 -4.11065
C 0.54037 -4.51936 -4.72172
C -0.62717 -2.71504 -0.35462
C 0.16561 -3.90298 0.23484
C 1.32709 -3.42918 1.15812
C 1.44841 -4.08063 2.31511
H 0.50801 0.33131 2.86679
H 1.38325 -1.33131 2.74682
H -1.33675 -1.08497 3.95974
H -2.56104 -2.31023 2.32576
H -1.15646 -3.37718 2.30747
H -1.24995 1.17555 2.60716
H -1.60781 2.82453 2.08856
H -0.62426 1.62020 -0.35374
H 0.46538 1.08318 0.92147
H 0.01405 3.73923 -0.38919
H -0.01013 3.97930 1.36279
H 2.36361 4.12747 0.28191
H 2.12866 2.49110 -0.35634
H 2.41264 1.43975 1.82826
H 3.62824 2.73612 1.89176
H 0.86630 2.42624 3.29764
H 2.47705 3.00505 3.95292
H 1.38614 4.07481 2.95820
H -2.75316 0.90394 -2.77942
H -2.50796 1.67887 -1.20665
H -4.41740 -1.55419 -1.50273
H -6.85942 -1.62918 -0.92278
H -9.25927 0.73192 -1.12791
H -8.69408 0.92851 0.60525
H -8.73168 -0.68633 -0.08096
H -7.04022 2.69934 -0.62753
H -4.60240 2.82700 -1.20599
H -0.04272 -4.27312 -2.29211
H -1.15880 -3.15836 -4.36317
H 0.45730 -2.38105 -4.60836
H 1.56854 -4.34052 -5.09247
H -0.07924 -4.91364 -5.54955
H 0.62352 -5.33710 -3.97783
H -0.54611 -4.51971 0.81436
H 0.63794 -4.56959 -0.50257
H 1.97905 -2.58918 0.89336
H 0.63149 -4.74397 2.64744
H 2.30749 -3.96016 2.98728
C 8.37531 2.26785 -0.78532
C 7.73004 2.02812 0.55849
C 6.24304 1.80433 0.48919
O 5.81681 2.22476 1.78809
C 6.71479 3.16745 2.20394
O 6.55723 3.87034 3.14473
O 7.80575 3.19083 1.39221
H 7.92988 3.13029 -1.28468
H 9.43676 2.48650 -0.66564
H 8.26899 1.39351 -1.42894
H 8.23598 1.20856 1.07808
H 5.98265 0.76179 0.31107
H 5.74512 2.43082 -0.25657

Its total charge is +1. As for the LUMO energy: -4.485 eV.

***

C3H4O3 in the gas phase. Source: OMol25; level of theory: wB97M-V/def2-TZVPD.

Atoms and positions in Å:
O 0.86664 1.57670 -0.23653
C 1.31892 0.47109 -0.09039
C 0.44033 -0.77242 -0.11586
O -0.78796 -0.38786 -0.69972
C -1.58245 0.32985 0.11173
O -1.47538 0.42353 1.30358
H 2.39317 0.28947 0.03139
H 0.91860 -1.55626 -0.71922
H 0.28476 -1.16042 0.90051
H -2.37662 0.78630 -0.48549

The SMILES is O=CCOC=O. As for the LUMO energy: 0.850 eV. Its relative energy (zero: lowest compared OMol25 entry of this formula, charge and spin) is 26.8 kcal/mol.

***

A gas-phase ion, C6H9O5S (charge -1) in a non-equilibrium geometry. Source: OMol25; level of theory: wB97M-V/def2-TZVPD.

Atoms and positions in Å:
C -1.02658 -0.31593 0.53258
C 0.10498 0.35719 -0.38244
C -0.63506 0.46326 -1.94415
C 0.29581 1.86692 0.02972
C 1.63875 -1.67998 -0.62381
C 1.35428 -0.47657 0.22858
O -1.37758 -0.50843 -2.11704
O -0.36616 1.41390 -2.65372
O -2.89761 -2.20180 -3.69564
O -3.78923 -0.00148 -3.08469
O 2.02631 -0.05449 1.11218
S -2.68310 -0.77419 -3.65910
H -1.88239 0.23511 0.39876
H -1.20067 -1.41242 0.37331
H 0.48034 1.93289 1.14122
H -0.69334 2.23822 0.02894
H 1.00657 2.25042 -0.66753
H 2.47231 -1.38832 -1.18834
H 0.80462 -2.16106 -1.37537
H 1.96438 -2.50748 0.09428
H -0.76488 -0.34365 1.72812

Its total charge is -1. As for the LUMO energy: 3.393 eV. Its relative energy (zero: lowest compared OMol25 entry of this formula, charge and spin) is 1.4 kcal/mol.

***

Please write out number 3 again, unchanged.
C3H4O3 in the gas phase. Source: OMol25; level of theory: wB97M-V/def2-TZVPD.

Atoms and positions in Å:
O 0.86664 1.57670 -0.23653
C 1.31892 0.47109 -0.09039
C 0.44033 -0.77242 -0.11586
O -0.78796 -0.38786 -0.69972
C -1.58245 0.32985 0.11173
O -1.47538 0.42353 1.30358
H 2.39317 0.28947 0.03139
H 0.91860 -1.55626 -0.71922
H 0.28476 -1.16042 0.90051
H -2.37662 0.78630 -0.48549

The SMILES is O=CCOC=O. As for the LUMO energy: 0.850 eV. Its relative energy (zero: lowest compared OMol25 entry of this formula, charge and spin) is 26.8 kcal/mol.